(1)
ORCA calculation (ωB97M-V/def2-TZVPD) on a structure of composition C22H46Cl8F6NO11S2V at a distorted geometry.

Results
LUMO (alpha / beta) (eV): -6.637 / -6.135
Orbital gap (alpha / beta) (eV): 4.6821 / 5.1849
Total energy (eV): -211402.309
Total charge: +1
2S+1: 2

CARTESIAN COORDINATES (ANGSTROEM)
O -19.7600 -18.4833 21.5953
V -21.3033 -18.4744 21.4703
C -23.2785 -21.6252 23.4290
F -23.8577 -20.4906 23.7848
F -23.3629 -22.5033 24.3818
F -23.7908 -22.0678 22.3059
S -21.4090 -21.2173 23.1602
O -21.0964 -20.0004 23.8902
O -20.5338 -22.3095 23.4861
N -21.4841 -20.5646 21.5088
S -21.1300 -21.8313 20.5471
O -21.1826 -23.1370 21.1500
O -21.8122 -21.6301 19.3113
C -19.2928 -21.4879 20.1852
F -19.1862 -20.3347 19.5099
F -18.5970 -21.3667 21.3093
F -18.7994 -22.4575 19.4353
C -24.8869 -23.1428 18.4807
O -23.8221 -23.9964 18.0595
C -23.1868 -23.5399 16.8924
C -24.1365 -23.4088 15.6807
O -24.3217 -22.0461 15.3413
C -25.4004 -21.8187 14.4634
H -25.1720 -23.4270 19.4880
H -25.7617 -23.2154 17.8274
H -24.5159 -22.1230 18.3209
H -22.5018 -24.3171 16.5531
H -22.6440 -22.6047 17.0410
H -25.1113 -23.7330 16.0806
H -23.9537 -24.0596 14.8223
H -26.3288 -21.7012 15.0323
H -25.5689 -22.5911 13.7093
H -25.1997 -20.8853 13.9401
C -26.3770 -20.9662 26.3459
O -27.4933 -21.6464 25.8133
C -27.1016 -22.3999 24.6847
C -28.0390 -23.5668 24.4000
O -27.9587 -24.5573 25.4198
C -28.5334 -24.2022 26.6682
H -26.6679 -20.3471 27.1945
H -25.9933 -20.2394 25.6173
H -25.6060 -21.6657 26.6742
H -26.1222 -22.8593 24.8584
H -27.0779 -21.7443 23.8001
H -27.6522 -24.1639 23.5735
H -29.0669 -23.2622 24.1905
H -27.8589 -23.7318 27.3848
H -28.9490 -25.1138 27.0931
H -29.3552 -23.4974 26.5117
C -20.8979 -17.0037 24.5379
O -21.6668 -17.3889 23.3900
C -23.0798 -17.3732 23.5403
C -23.8365 -17.2936 22.2178
O -23.4559 -18.4136 21.3903
C -24.5627 -19.2489 20.9352
H -20.9926 -15.9236 24.6468
H -19.8585 -17.2512 24.3359
H -21.1867 -17.5396 25.4417
H -23.3747 -16.5753 24.2321
H -23.4719 -18.2261 24.1089
H -23.6265 -16.3926 21.6344
H -24.8959 -17.3338 22.4676
H -25.0928 -19.5538 21.8337
H -24.1103 -20.0919 20.4199
H -25.2094 -18.7006 20.2527
Cl -17.9299 -20.7833 27.1311
C -19.6277 -20.7751 26.5096
C -20.5772 -20.8338 27.6741
Cl -22.0414 -19.9156 27.2068
H -19.8654 -21.5441 25.7760
H -19.6720 -19.8510 25.9443
H -20.1197 -20.2418 28.4638
H -20.7911 -21.8286 28.0494
Cl -24.6074 -28.2279 20.0158
C -23.1420 -27.2238 20.1193
C -23.3970 -25.8368 20.6664
Cl -23.8315 -25.9766 22.4210
H -22.6983 -27.1374 19.1228
H -22.3766 -27.8249 20.6095
H -24.3504 -25.5393 20.2406
H -22.6015 -25.1077 20.6011
Cl -15.4302 -25.0116 22.5880
C -16.7493 -23.9349 23.1057
C -17.8607 -24.6988 23.8088
Cl -17.3646 -25.2236 25.4147
H -17.1159 -23.3311 22.2786
H -16.2281 -23.2844 23.8063
H -18.1793 -25.5575 23.2251
H -18.6755 -23.9877 23.9473
Cl -15.3857 -23.4844 16.5095
C -15.0972 -22.1462 17.6644
C -16.2227 -21.1392 17.5826
Cl -16.0421 -20.0001 16.2268
H -14.1672 -21.6566 17.3874
H -14.9990 -22.5718 18.6595
H -16.1818 -20.5752 18.5214
H -17.2387 -21.5220 17.5736



(2)
ORCA calculation (ωB97M-V/def2-TZVPD) on a structure of composition C22H46ClInO6P at a distorted geometry.

Results
LUMO (eV): -0.242
Orbital gap (eV): 4.2307
Total energy (eV): -62817.707
Total charge: -1

CARTESIAN COORDINATES (ANGSTROEM)
C -5.2857 2.6187 -2.6925
C -5.8365 1.1220 -2.2554
C -7.2480 0.6073 -2.9264
C -5.1340 0.1841 -1.3324
C -5.0343 0.3160 0.2985
C -3.4976 0.7592 0.7874
C -2.4650 -0.5071 0.9169
C -1.2108 -0.2377 1.9865
C -1.8954 -1.0918 -0.5043
C -1.5590 0.0407 -1.6404
In -0.2907 1.7768 -0.9327
C 1.4649 1.9986 -2.4165
C 1.6479 3.5626 -2.8721
C 0.5991 3.9906 -4.0642
Cl 1.5007 4.6009 -5.5867
C -1.5068 3.7038 -1.1266
C -0.9545 4.8391 -0.0304
C -1.6928 4.4369 1.4111
O -2.9797 4.7634 1.6566
O -0.9592 3.6955 2.4583
H -6.1318 3.4101 -2.8665
H -4.4949 3.0713 -1.9564
H -4.7239 2.4630 -3.7321
H -7.2311 0.9959 -4.0544
H -7.1612 -0.5806 -2.9989
H -8.2137 0.9310 -2.3501
H -4.5557 -0.7199 -1.8467
H -5.2994 -0.7452 0.7596
H -5.8391 1.0896 0.6791
H -3.1054 1.6625 0.1555
H -3.6527 1.1765 1.8942
H -3.0894 -1.3948 1.4137
H -0.2402 -0.6133 1.4015
H -1.3223 -0.8897 2.9570
H -1.0273 0.9069 2.1903
H -2.7662 -1.7727 -0.9550
H -0.9637 -1.7836 -0.3346
H -2.4973 0.4823 -2.1938
H -0.9254 -0.5161 -2.4852
H 0.4704 1.5631 0.6784
H 2.4591 1.6586 -1.8507
H 1.2245 1.2496 -3.2826
H 2.7582 3.8207 -3.2214
H 1.4490 4.2615 -1.9363
H -0.1779 3.1190 -4.3019
H -0.0293 4.9144 -3.6665
H -1.5235 4.1363 -2.2371
H -2.6577 3.5580 -0.8459
H 0.2227 4.8494 0.0486
H -1.2709 5.9110 -0.4089
H 0.0062 3.9886 2.4357
O 2.5467 -2.8099 1.7811
P 3.8871 -3.5327 2.0603
O 4.2439 -2.6453 3.4123
C 3.5854 -2.9900 4.6181
C 4.1444 -4.2720 5.2042
O 4.7775 -2.6274 0.9815
C 4.1601 -2.0730 -0.1704
C 3.7549 -0.6317 0.0879
O 5.3849 -4.3404 2.3722
C 5.4438 -5.6663 1.8669
C 5.3675 -5.7020 0.3520
H 2.5092 -3.0772 4.4477
H 3.7452 -2.1681 5.3228
H 3.9012 -5.1283 4.5679
H 3.7274 -4.4579 6.1974
H 5.2358 -4.2244 5.2797
H 3.3059 -2.6841 -0.4870
H 4.8876 -2.1046 -0.9847
H 3.1754 -0.5245 1.0079
H 3.1631 -0.2411 -0.7444
H 4.6450 -0.0059 0.2078
H 4.6329 -6.2539 2.3093
H 6.3916 -6.1016 2.1977
H 4.3924 -5.3504 -0.0006
H 5.5131 -6.7207 -0.0183
H 6.1253 -5.0492 -0.0924



(3)
ORCA calculation (ωB97M-V/def2-TZVPD) on a structure of composition C22H46FeGeN3O8S.

Results
LUMO (alpha / beta) (eV): -7.791 / -7.290
Orbital gap (alpha / beta) (eV): 7.6638 / 8.1367
Total energy (eV): -146133.724
Total charge: +2
Energy above the lowest of the compared OMol25 structures with the same formula, charge and spin (kJ/mol): 0.00
2S+1: 2

CARTESIAN COORDINATES (ANGSTROEM)
Fe -0.9597 0.4188 -0.1945
C 0.2453 -1.8647 2.8544
C -0.8527 -1.7956 1.8104
C -2.1454 -2.3964 2.3371
C -0.4323 -2.4449 0.4999
O -1.0758 -0.3557 1.5492
Ge -2.7648 0.5352 1.7507
O -1.5249 1.8321 0.9062
C -1.7643 3.2673 0.6643
C -2.5193 3.7607 1.8910
C -0.4101 3.9465 0.5651
C -2.5994 3.4708 -0.5876
O -2.7994 -0.0796 -0.1671
C -3.9962 -0.3597 -0.9797
C -5.1934 0.2719 -0.2865
C -4.1494 -1.8711 -1.0465
C -3.8334 0.2097 -2.3801
H 0.4664 -2.9065 3.0896
H 1.1615 -1.4060 2.4879
H -0.0708 -1.3665 3.7715
H -1.9925 -3.4506 2.5672
H -2.4591 -1.9098 3.2637
H -2.9474 -2.3362 1.5985
H -0.3610 -3.5253 0.6277
H -1.1794 -2.2718 -0.2842
H 0.5554 -2.1025 0.1895
H -1.9753 3.5232 2.8058
H -2.6277 4.8439 1.8358
H -3.5234 3.3343 1.9467
H 0.1253 3.8934 1.5130
H 0.2113 3.4937 -0.2092
H -0.5442 4.9989 0.3150
H -3.5382 2.9197 -0.5258
H -2.8422 4.5279 -0.6934
H -2.0651 3.1682 -1.4873
H -5.3627 -0.1703 0.6971
H -5.0777 1.3521 -0.1777
H -6.0928 0.0947 -0.8761
H -4.3126 -2.2911 -0.0545
H -5.0113 -2.1315 -1.6613
H -3.2663 -2.3354 -1.4878
H -3.7004 1.2967 -2.3605
H -3.0265 -0.2938 -2.9224
H -4.7390 0.0228 -2.9563
C -0.7351 2.2359 -4.1294
C -0.0986 1.9586 -2.7922
O -0.9161 0.9788 -2.0548
H -0.1183 2.9462 -4.6792
H -1.7252 2.6830 -4.0165
H -0.8136 1.3279 -4.7280
H -0.0232 2.8534 -2.1787
H 0.8847 1.5113 -2.8976
H -1.8032 0.9516 -2.4474
C 4.4507 -4.9380 1.3440
C 5.1849 -3.6078 1.2204
S 4.1843 -2.4477 0.3332
O 2.9886 -2.1458 1.0982
O 4.0089 -2.8887 -1.0307
C 5.1545 -0.9499 0.2828
C 4.4835 0.0990 -0.5979
N 3.1447 0.5062 -0.1259
C 1.9889 0.1515 -0.7057
N 0.9570 0.5946 0.0309
C 1.4712 1.2148 1.1414
C 2.8143 1.1709 1.0419
N 3.7509 1.7724 1.9589
O 4.9287 1.7372 1.6620
O 3.2695 2.2775 2.9444
C 1.8789 -0.6788 -1.9330
H 5.0848 -5.6400 1.8815
H 4.2326 -5.3551 0.3626
H 3.5218 -4.8209 1.8994
H 6.1133 -3.7023 0.6555
H 5.3935 -3.1565 2.1916
H 6.1199 -1.1983 -0.1597
H 5.3090 -0.5989 1.3012
H 4.3543 -0.2910 -1.6044
H 5.1112 0.9838 -0.6404
H 0.8585 1.6432 1.9120
H 2.4163 -0.2316 -2.7703
H 0.8346 -0.7977 -2.2126
H 2.3104 -1.6664 -1.7565